1.
Entry from the OMol25 dataset: a molecular structure, C32H28F5N7O2OsS3 in a non-equilibrium geometry (the ωB97M-V functional and the def2-TZVPD basis).

Structure (ORCA input):
```
! wB97M-V def2-TZVPD RIJCOSX def2/J DEFGRID3
* xyz 2 1
Os -0.767 0.032 -0.601
C 4.176 -0.126 1.475
N 3.555 1.137 1.103
C 4.049 2.385 1.395
C 3.195 3.286 0.883
N 2.169 2.587 0.255
C 2.407 1.255 0.412
S 1.618 -0.159 -0.135
C 1.111 3.234 -0.441
C 1.243 4.580 -0.773
C 0.199 5.212 -1.420
C -0.933 4.481 -1.744
C -0.965 3.149 -1.386
N 0.026 2.534 -0.733
H 5.036 0.080 2.105
H 4.500 -0.667 0.587
H 3.464 -0.746 2.017
H 4.957 2.535 1.952
H 3.238 4.355 0.940
H 2.139 5.139 -0.552
H 0.274 6.260 -1.676
H -1.764 4.929 -2.269
H -1.813 2.528 -1.641
C 2.407 -6.484 -0.099
C 1.578 -5.483 -0.846
C 1.960 -5.028 -2.107
C 1.201 -4.089 -2.784
C 0.041 -3.614 -2.193
C -0.371 -4.057 -0.942
C 0.398 -4.992 -0.278
S -0.936 -2.402 -3.010
O -2.294 -2.505 -2.583
O -0.667 -2.362 -4.407
N -0.312 -0.937 -2.299
C 0.530 -0.175 -3.115
C 1.355 -0.638 -4.150
C 2.056 0.284 -4.904
C 1.963 1.633 -4.600
C 1.184 1.999 -3.511
N 0.493 1.126 -2.799
H 3.288 -6.777 -0.664
H 1.820 -7.377 0.117
H 2.728 -6.073 0.860
H 2.857 -5.420 -2.569
H 1.483 -3.755 -3.773
H -1.304 -3.698 -0.531
H 0.080 -5.359 0.690
H 1.435 -1.690 -4.358
H 2.675 -0.053 -5.725
H 2.476 2.381 -5.187
H 1.099 3.039 -3.209
F -3.696 -1.634 5.551
C -3.491 -1.471 4.263
C -4.504 -0.991 3.447
F -5.675 -0.665 3.968
C -4.274 -0.823 2.094
F -5.239 -0.304 1.338
C -3.039 -1.103 1.509
S -2.865 -0.940 -0.242
C -2.037 -1.567 2.366
F -0.807 -1.802 1.889
C -2.246 -1.753 3.716
F -1.251 -2.171 4.491
C -4.332 3.045 2.269
C -3.008 2.391 2.123
C -1.979 2.179 3.016
C -0.994 1.463 2.326
N -1.391 1.238 1.066
N -2.611 1.833 0.966
C 0.311 1.005 2.881
H -4.441 3.466 3.264
H -5.137 2.324 2.109
H -4.456 3.843 1.535
H -1.932 2.510 4.039
H -3.170 1.739 0.136
H 0.168 0.600 3.882
H 0.996 1.852 2.964
H 0.762 0.240 2.257
*
```

Output
ΔE to the lowest compared entry with this formula, charge and spin   431.6 kJ/mol
Molecular weight   924.0 u
Max |F|   2.1 eV/Å
Calculated total energy   -3553.9589 Ha



2.
Entry from the OMol25 dataset: C13H13ClN4O in the gas phase (the ωB97M-V functional and the def2-TZVPD basis).

Structure (ORCA input):
```
! wB97M-V def2-TZVPD RIJCOSX def2/J DEFGRID3
* xyz 0 1
C -2.248 -1.412 -2.423
C -3.062 -0.292 -1.778
N -2.930 -0.331 -0.347
C -1.943 0.198 0.388
C -2.164 -0.187 1.706
C -1.441 0.110 2.911
N -0.260 0.537 3.127
N 0.679 0.718 2.148
C 0.985 -0.116 1.118
O 0.329 -1.087 0.794
C 2.184 0.318 0.326
C 2.050 0.290 -1.060
C 3.090 0.657 -1.892
C 4.302 1.044 -1.344
C 4.469 1.050 0.029
C 3.417 0.691 0.858
Cl 3.713 0.668 2.570
C -3.344 -0.964 1.628
N -3.776 -1.049 0.392
H -2.309 -1.347 -3.505
H -2.631 -2.377 -2.104
H -1.206 -1.343 -2.119
H -4.122 -0.413 -2.012
H -2.721 0.684 -2.134
H -1.206 0.842 -0.046
H -2.001 -0.040 3.829
H 1.404 1.351 2.467
H 1.106 -0.034 -1.471
H 2.959 0.635 -2.963
H 5.124 1.329 -1.983
H 5.415 1.329 0.465
H -3.861 -1.461 2.425
*
```

Output
ΔE to the lowest compared entry with this formula, charge and spin   26.2 kJ/mol
Molecular weight   276.7 u
Max |F|   0.9 eV/Å
SMILES string   CCn1cc(/C=N\NC(=O)c2ccccc2Cl)cn1
Calculated total energy   -1257.6069 Ha



3.
Entry from the OMol25 dataset: C5H4FNO in the gas phase in a non-equilibrium geometry (the ωB97M-V functional and the def2-TZVPD basis).

Structure (ORCA input):
```
! wB97M-V def2-TZVPD RIJCOSX def2/J DEFGRID3
* xyz 0 1
N -0.731 -0.108 -2.714
C 0.044 -0.451 -1.930
C 1.004 -0.877 -0.958
C 0.819 -0.691 0.349
F 1.745 -1.132 1.202
C -0.341 -0.061 1.035
C -0.918 1.196 0.568
O -0.062 1.169 1.688
H 1.900 -1.359 -1.305
H -0.939 -0.749 1.622
H -0.539 1.663 -0.338
H -1.983 1.399 0.780
*
```

Output
ΔE to the lowest compared entry with this formula, charge and spin   199.1 kJ/mol
Molecular weight   113.1 u
Max |F|   1.0 eV/Å
SMILES string   N#C/C=C(/F)[C@@H]1CO1
Calculated total energy   -422.7094 Ha



4.
Entry from the OMol25 dataset: a molecular structure, C4H10CsO2 (the ωB97M-V functional and the def2-TZVPD basis).

Structure (ORCA input):
```
! wB97M-V def2-TZVPD RIJCOSX def2/J DEFGRID3
* xyz 1 1
Cs -0.867 -4.036 -0.524
C 1.597 -1.661 1.282
O 1.110 -0.641 0.458
C -0.046 -0.017 0.978
C -0.445 1.116 0.087
O -0.630 0.630 -1.213
C -0.973 1.662 -2.126
H 1.417 -1.482 2.347
H 2.667 -1.795 1.138
H 1.094 -2.596 0.996
H 0.145 0.346 1.996
H -0.860 -0.760 1.080
H 0.331 1.892 0.114
H -1.371 1.551 0.493
H -1.894 2.174 -1.825
H -1.097 1.200 -3.100
H -0.180 2.417 -2.182
*
```

Output
ΔE to the lowest compared entry with this formula, charge and spin   74.6 kJ/mol
Molecular weight   223.0 u
Max |F|   0.6 eV/Å
Calculated total energy   -328.7757 Ha



Q: ΔE to the lowest compared entry with this formula, charge and spin of number 1 (C32H28F5N7O2OsS3)?
A: 431.6 kJ/mol



Q: Number 1 is which compound?
A: C32H28F5N7O2OsS3



Q: Which of these has the highest ΔE to the lowest compared entry with this formula, charge and spin?
A: C32H28F5N7O2OsS3